# 1
C20H19FN6O2 in the gas phase, computed with wB97M-V/def2-TZVPD.

Geometry as ORCA input:
```
! RIJCOSX wB97M-V def2-TZVPD def2/J DEFGRID3
* xyz 0 1
O 2.25219 -5.07251 -6.19145
F -5.24945 6.50202 5.03348
N 2.63279 -3.40628 -1.85848
N 2.36920 -1.90795 -3.62194
N -2.96395 2.30565 2.36065
O 3.05111 -7.59163 -5.57810
C 2.44985 -5.28349 -4.98771
C 2.44176 -2.20071 -2.34428
C 2.73446 -4.39409 -2.71378
C 2.36349 -2.90063 -4.48711
C -1.71463 1.92596 2.65852
C -5.40518 4.80811 3.35352
C -0.98087 2.55720 3.68654
C -4.70851 5.47410 4.37900
C 2.52013 -4.17857 -4.03643
C -4.81200 3.72887 2.67543
C -1.50884 3.62990 4.36468
C -3.42961 5.06101 4.73196
C -3.49976 3.34367 2.99150
C -2.78223 4.03069 4.02124
N 2.79569 -6.57268 -4.61614
N 2.09515 -1.19666 -1.47854
N -0.52003 1.41505 0.63982
C -1.10294 0.79818 1.83518
C 2.10601 0.19595 -1.93128
C 1.95661 -1.44780 -0.04161
C 0.17816 0.44708 -0.21708
C 1.55771 0.87776 -0.70334
C 1.44148 -0.12072 0.43973
H 2.52291 -7.40762 -6.36657
H 2.97023 -5.38802 -2.36152
H 2.24935 -2.69461 -5.57178
H -6.42487 5.16156 3.20324
H 0.02326 2.22550 3.85833
H -5.36793 3.14606 1.97762
H -0.96952 4.14121 5.16238
H -2.97167 5.58100 5.57660
H 3.15839 -6.75443 -3.66852
H -1.25447 1.87855 0.10656
H -1.83271 0.05123 1.57068
H -0.30143 0.31383 2.41214
H 1.46650 0.34460 -2.81720
H 3.10334 0.57992 -2.13838
H 1.25628 -2.26108 0.18594
H 2.91157 -1.70776 0.44169
H -0.45456 -0.19309 -0.88836
H 1.89603 1.91769 -0.46000
H 1.75150 0.23800 1.41316
*
```

* SMILES: O=C(NO)c1cnc(N2C[C@@H]3[C@H](C2)[C@H]3NCc2ccc3cc(F)ccc3n2)nc1
* E_HOMO: -0.3168 hartree
* LUMO: -0.03 eV

# 2
8 unconnected molecules or ions with the total composition H16O8, computed with wB97M-V/def2-TZVPD.

Geometry as ORCA input:
```
! RIJCOSX wB97M-V def2-TZVPD def2/J DEFGRID3
* xyz 0 1
O -14.04876 23.10667 10.34717
H -14.24822 23.73442 11.05654
H -13.29225 23.48554 9.88671
O -14.42952 20.29267 11.49435
H -14.19809 20.56594 12.38816
H -14.29269 21.08853 10.95998
O -15.95353 23.05895 13.06521
H -16.22894 22.27556 12.56005
H -16.72509 23.26702 13.63286
O -17.92222 23.17668 15.00604
H -18.36480 23.88312 15.49654
H -18.64264 22.65336 14.62788
O -18.72024 24.40875 11.29323
H -19.01995 24.58517 12.18986
H -18.16552 25.16654 11.07045
O -15.98414 23.16117 17.30337
H -16.42265 22.95007 18.13454
H -16.70144 23.35227 16.68367
O -14.94950 25.67722 13.04166
H -15.35594 24.79381 13.15332
H -15.12524 26.14273 13.86513
O -17.09403 21.87720 10.87300
H -17.43647 21.20473 10.27525
H -17.15134 22.70200 10.37779
*
```

* SMILES: O.O.O.O.O.O.O.O
* E_HOMO: -0.3841 hartree
* LUMO: -0.23 eV

# 3
A gas-phase ion, C4H7N2S (charge +1), computed with wB97M-V/def2-TZVPD.

Geometry as ORCA input:
```
! RIJCOSX wB97M-V def2-TZVPD def2/J DEFGRID3
* xyz 1 1
C -0.52216 1.84617 -2.38516
C -0.21780 0.34975 -0.48473
C 0.59865 1.98846 -3.10469
C -0.44720 -1.69793 2.15225
N -0.53610 1.08666 -1.34053
N 0.25946 -1.84157 3.28948
S 0.57453 -0.44711 0.68411
H -1.38493 2.45174 -2.73602
H 1.53178 1.40033 -3.00552
H 0.45509 2.61484 -3.99505
H -0.39313 -2.50600 1.43351
H -1.45555 -1.30060 2.25136
H 0.67369 -1.20898 3.93327
H 0.86368 -2.73577 3.30772
*
```

* E_HOMO: -0.4844 hartree
* LUMO: -4.82 eV